Entry 1:
{
  "formula": "C7H15BBrN3O11",
  "method": "ωB97M-V with the def2-TZVPD basis set",
  "de_lowest_kcal_mol": 0.0,
  "molar_mass_g_mol": 407.923,
  "e_homo_ev": -10.22,
  "smiles": "O=C1OC[C@@](Br)(CB(O)O)O1.C[N+](=O)[O-].C[N+](=O)[O-].C[N+](=O)[O-]",
  "elements": ["O", "C", "O", "C", "C", "Br", "C", "B", "O", "O", "O", "H", "H", "H", "H", "H", "H", "C", "N", "O", "O", "H", "H", "H", "C", "N", "O", "O", "H", "H", "H", "C", "N", "O", "O", "H", "H", "H"],
  "coordinates": [[-2.79458, -1.71032, -1.77603], [-1.68504, -1.95009, -1.69262], [-0.72230, -1.65795, -2.52350], [0.57874, -2.03910, -1.95515], [0.16362, -2.25707, -0.52989], [1.23894, -3.87522, 0.01755], [0.51728, -1.23883, 0.54103], [0.29257, 0.28552, 0.17345], [0.25100, 1.17729, 1.23211], [0.17747, 0.80743, -1.10439], [-1.16386, -2.62493, -0.57076], [0.86225, -2.92080, -2.49960], [1.24864, -1.22129, -2.14444], [1.52210, -1.36696, 0.91179], [-0.12381, -1.45281, 1.39133], [0.96435, 1.82276, 1.11548], [-0.72811, 0.74458, -1.43405], [1.02458, 5.95016, 0.47306], [1.38881, 4.53403, 0.73516], [1.65265, 3.83036, -0.21730], [1.39462, 4.17493, 1.89590], [1.05574, 6.12472, -0.59415], [0.03043, 6.10164, 0.86077], [1.74582, 6.57519, 0.99335], [1.27984, -8.08457, 0.58654], [2.08169, -7.28880, 1.55817], [2.68586, -6.32367, 1.13076], [2.07166, -7.66290, 2.71283], [1.38189, -7.63560, -0.39465], [1.66931, -9.09815, 0.59567], [0.24702, -8.06134, 0.92079], [-3.06550, 4.56472, 0.03992], [-2.70390, 5.99415, -0.18047], [-3.54190, 6.83508, 0.05782], [-1.57451, 6.21547, -0.58854], [-4.08659, 4.51954, 0.39934], [-2.96261, 4.05265, -0.91217], [-2.37419, 4.16016, 0.77486]],
  "forces_ev_per_a": [[-4.93, 1.09, -0.78], [3.44, -1.79, 1.79], [1.19, 0.60, -1.01], [-1.60, 0.62, -0.99], [2.63, -1.86, 1.52], [-0.26, -0.17, -0.03], [-1.36, 0.53, -0.73], [-0.16, 0.71, 0.64], [0.83, -0.71, -0.11], [-0.25, -0.37, -0.07], [-0.32, 0.98, -0.55], [0.30, -0.41, 0.11], [0.32, 0.28, 0.18], [0.41, 0.02, -0.08], [-0.07, -0.07, 0.26], [-0.45, 0.61, 0.07], [0.24, 0.08, -0.29], [0.40, 0.14, -0.06], [0.03, 0.31, -0.06], [0.00, -0.22, 0.11], [-0.02, -0.20, -0.06], [-0.04, -0.08, -0.02], [-0.02, 0.06, 0.14], [-0.02, -0.08, 0.09], [-0.01, 0.05, -0.18], [0.01, 0.06, -0.02], [-0.01, -0.21, 0.17], [0.03, 0.09, -0.18], [0.04, 0.06, 0.05], [-0.05, -0.01, 0.10], [0.03, -0.07, 0.07], [-0.13, -0.04, 0.06], [-0.06, 0.01, -0.06], [0.20, -0.07, -0.05], [-0.52, -0.01, -0.01], [0.00, 0.08, 0.00], [0.12, 0.01, 0.02], [0.07, -0.01, -0.09]]
}

---

Entry 2:
{
  "formula": "C12H12O",
  "method": "ωB97M-V with the def2-TZVPD basis set",
  "de_lowest_kcal_mol": 165.0,
  "molar_mass_g_mol": 172.227,
  "e_homo_ev": -7.84,
  "elements": ["C", "C", "C", "C", "C", "C", "C", "C", "C", "C", "C", "C", "H", "H", "H", "H", "H", "H", "H", "H", "H", "H", "H", "H", "O"],
  "coordinates": [[-1.39993, -1.20745, 2.14142], [-1.40077, -1.68768, 0.61700], [-0.11460, -0.96950, -0.02600], [1.18463, -1.68928, -0.06697], [2.35562, -0.99044, -0.34336], [2.31479, 0.33657, -0.46081], [1.04571, 1.00779, -0.74274], [1.02363, 2.42571, -1.05793], [-0.06497, 3.13820, -0.54068], [-1.33523, 2.48177, -0.31247], [-1.37554, 1.03728, -0.35136], [-0.22680, 0.26946, -0.49227], [-1.92659, -0.10219, 1.86602], [-1.81451, -2.23052, 2.90577], [-0.15037, -0.90028, 2.42299], [-2.31359, -1.63723, -0.15602], [-1.52811, -3.36606, -0.28954], [0.92563, -2.84792, 0.24766], [3.41759, -1.51280, -0.36275], [3.11152, 0.79471, -0.75124], [1.66952, 3.02362, -1.76436], [0.08099, 4.24763, -0.46848], [-2.15950, 3.26924, -0.01308], [-2.40241, 0.71725, -0.04004], [-1.11869, -3.04625, 0.77752]],
  "forces_ev_per_a": [[0.86, 1.34, -0.81], [1.88, 0.31, 0.12], [1.57, -5.49, 0.60], [-4.86, -1.76, 1.20], [2.04, -3.58, 1.14], [-6.59, 0.09, -1.62], [0.70, -0.67, 0.32], [-1.46, 0.51, 0.50], [0.19, -0.14, -1.48], [0.94, -0.09, 0.92], [-3.23, 4.78, 0.80], [2.74, 4.39, -0.16], [0.86, -2.86, 2.40], [0.87, 3.95, -2.36], [-4.02, -1.18, -0.72], [1.47, 0.87, 2.36], [2.38, 0.40, 5.04], [1.68, 3.06, -0.90], [-2.46, 0.92, 0.14], [4.97, 3.17, -1.19], [0.26, -1.11, 1.55], [-0.70, -1.07, -0.35], [1.20, -2.46, -0.64], [1.21, -0.56, -0.70], [-2.50, -2.82, -6.17]]
}

---

Entry 3:
{
  "formula": "C36H30F6P",
  "method": "ωB97M-V with the def2-TZVPD basis set",
  "molar_mass_g_mol": 607.598,
  "charge": 1,
  "e_homo_ev": -12.10,
  "elements": ["F", "C", "F", "F", "C", "C", "C", "C", "C", "C", "C", "C", "C", "C", "F", "F", "F", "C", "C", "C", "C", "H", "H", "H", "H", "H", "H", "H", "H", "H", "C", "C", "C", "C", "C", "P", "C", "C", "C", "C", "C", "C", "C", "C", "C", "C", "C", "C", "C", "C", "C", "C", "H", "H", "H", "H", "H", "H", "H", "H", "H", "H", "H", "H", "H", "H", "H", "H", "H", "H", "H", "H", "H"],
  "coordinates": [[-4.43168, 2.60833, 4.07911], [-4.65829, 1.43284, 3.40972], [-5.71639, 0.78749, 4.01200], [-5.10256, 1.79184, 2.15791], [-3.47845, 0.50598, 3.33114], [-3.61166, -0.68280, 2.64010], [-2.55222, -1.57677, 2.56806], [-1.29421, -1.21049, 3.13231], [-0.03653, -2.08639, 2.97450], [1.22782, -1.20628, 2.82948], [1.30060, -0.02111, 2.04698], [2.41388, 0.82421, 2.14575], [3.47064, 0.51231, 3.01717], [4.57305, 1.47744, 3.42884], [5.53030, 0.89098, 4.21370], [5.26820, 2.02594, 2.38117], [4.03394, 2.53035, 4.13436], [3.55475, -0.76329, 3.55380], [2.45531, -1.62194, 3.40949], [-1.19896, 0.01588, 3.83218], [-2.28258, 0.86567, 3.98496], [-4.61792, -0.95843, 2.19619], [-2.68520, -2.54268, 2.04253], [0.04736, -2.82267, 3.87129], [0.44786, 0.29042, 1.38281], [2.41429, 1.80993, 1.65313], [4.42621, -1.06492, 4.16503], [2.54126, -2.59393, 3.89919], [-0.23654, 0.36732, 4.27920], [-2.18390, 1.75389, 4.58934], [0.08879, -2.17509, -3.91818], [0.29035, -2.46582, -2.48084], [-0.36617, -1.69980, -1.53802], [-0.40940, -2.06115, -0.19192], [0.30936, -3.17080, 0.23212], [0.03144, -3.66943, 1.96204], [-1.43178, -4.69453, 1.82145], [-1.93742, -5.28914, 2.98401], [-2.85240, -6.32058, 2.92306], [-3.29853, -6.79468, 1.69011], [-4.10706, -8.07001, 1.59791], [-3.00577, -6.05481, 0.55327], [-2.07332, -5.00993, 0.60752], [1.29480, -4.99520, 2.15752], [2.62202, -4.63286, 2.42164], [3.63871, -5.55667, 2.49219], [3.39776, -6.88496, 2.17119], [4.56375, -7.78660, 2.00448], [2.08638, -7.29822, 1.98131], [1.04310, -6.36890, 1.94152], [1.11758, -3.88418, -0.68049], [1.07743, -3.48137, -2.01103], [0.73345, -2.75662, -4.55814], [-0.94064, -2.45104, -4.16156], [0.23607, -1.12664, -4.12654], [-0.89110, -0.82013, -1.83405], [-1.01869, -1.53441, 0.55864], [-1.51457, -4.96926, 3.93655], [-3.24606, -6.81939, 3.82906], [-4.38675, -8.30821, 0.56151], [-3.43566, -8.87582, 1.96370], [-5.01645, -8.04065, 2.22413], [-3.48358, -6.35102, -0.39459], [-1.81032, -4.46873, -0.27988], [2.81711, -3.56537, 2.50854], [4.63919, -5.25271, 2.79268], [4.28529, -8.79817, 1.73348], [5.18902, -7.37190, 1.19709], [5.16682, -7.82810, 2.91815], [1.92026, -8.37027, 1.83796], [0.03372, -6.73061, 1.72002], [1.70586, -4.73537, -0.33967], [1.69185, -4.00563, -2.72487]],
  "forces_ev_per_a": [[-0.10, -1.56, -0.57], [-1.53, 0.69, -0.23], [0.98, 0.83, -0.42], [0.48, -0.38, 1.09], [0.58, 1.12, 0.82], [-1.32, -0.73, -0.35], [1.05, 0.05, 0.15], [-1.13, -0.31, -0.65], [0.66, -1.56, 1.63], [1.72, -0.68, -0.61], [-0.72, -0.02, -0.11], [-0.10, 0.55, 0.52], [0.57, -0.45, -0.15], [0.82, 1.21, -0.13], [-1.18, 0.52, -0.57], [-0.97, -0.54, 0.76], [0.60, -1.13, -0.65], [-0.45, -0.36, 0.20], [-0.65, 0.51, 0.82], [1.13, -0.25, 0.32], [-0.64, -1.08, -0.90], [1.43, 0.44, 0.52], [0.12, 0.81, 0.42], [0.18, 2.05, 0.01], [0.93, -0.34, 0.93], [-0.07, -0.67, 0.13], [-0.72, 0.17, -0.56], [-0.35, 0.56, 0.17], [-0.87, -0.67, -0.44], [-0.15, 0.13, -0.16], [-0.22, -0.22, -0.24], [-0.16, 0.63, 0.52], [-0.61, 0.11, 1.16], [0.07, 0.10, -0.15], [0.51, -0.37, 0.23], [0.09, -0.44, -3.97], [-1.58, -0.03, 0.36], [0.57, 0.01, 0.35], [-0.31, -0.47, 0.57], [-0.70, 0.02, -0.15], [0.33, -0.15, 0.21], [0.42, 0.17, -0.40], [0.21, -0.22, 0.43], [0.64, -0.13, 0.80], [-0.42, 0.84, -0.05], [0.08, 0.31, -0.04], [-0.13, 0.08, 0.36], [0.56, -0.13, -0.03], [-0.14, 0.16, -0.35], [-0.69, 0.08, 0.22], [-0.77, 0.69, 0.57], [0.93, -1.38, 0.13], [0.29, -0.16, -0.15], [0.04, 0.18, -0.16], [-0.05, 0.34, -0.16], [-0.45, 0.44, -0.31], [0.31, 0.06, -0.75], [-0.25, -0.23, 0.03], [0.53, 0.43, -0.48], [0.07, 0.15, 0.38], [-0.63, 0.23, -0.16], [0.45, -0.04, -0.23], [0.44, 0.32, 0.45], [0.09, 0.06, -0.38], [0.34, -0.71, -0.04], [-0.10, 0.07, -0.34], [-0.09, -0.13, -0.03], [-0.06, -0.27, 0.31], [-0.02, 0.03, -0.17], [-0.26, 0.48, -0.14], [0.37, 0.18, 0.21], [-0.06, 0.26, -0.26], [0.08, -0.28, -0.13]]
}